23
Properties=species:S:1:pos:R:3 method="wB97M-V/def2-TZVPD" charge=0 orbital_gap_ev=10.1223 relative_energy_kcal_mol=6.9 lumo_energy_ev=1.02 energy_ha=-351.31924
C 1.4385 1.0547 -2.3841
C 1.9628 1.8131 -1.1595
H 2.2560 0.5892 -2.9258
H 0.6919 0.2887 -2.1543
H 0.9126 1.7139 -3.0758
H 1.4341 1.5684 -0.2445
H 1.8516 2.8762 -1.3411
H 3.0190 1.6322 -0.9493
C 0.3380 -2.6005 1.0187
C -1.5619 -1.2449 0.0771
C -0.4567 -1.3352 0.9133
C -2.4028 -0.1302 0.1189
C -2.1675 0.9086 1.0004
C -0.1653 -0.2312 1.7136
C -0.9836 0.8860 1.7305
H -1.8610 -2.0317 -0.6069
H -3.2553 -0.1822 -0.5395
H 1.3064 -2.4586 1.4986
H 0.6186 -3.0108 0.0493
H -2.8269 1.7556 1.0967
H 0.7761 -0.1770 2.2410
H -0.7097 1.6955 2.3913
H -0.2150 -3.3799 1.5314

11
Properties=species:S:1:pos:R:3 method="wB97M-V/def2-TZVPD" charge=0 orbital_gap_ev=8.7542 relative_energy_kcal_mol=99.4 lumo_energy_ev=-1.37 energy_ha=-393.56098
C 0.1224 1.5106 -1.2457
C 0.0822 0.3867 -0.3064
C 0.5743 -1.0008 1.3700
C -0.6396 -1.6070 1.2927
H -0.9689 1.6802 -1.5627
H 1.1793 -1.3973 2.0594
H -1.2052 -2.5902 1.5449
N 0.9649 0.1490 0.8046
N -1.4242 -1.1872 0.3774
N -1.1024 -0.1689 -0.4802
O 1.3864 1.8775 -1.7023

12
Properties=species:S:1:pos:R:3 method="wB97M-V/def2-TZVPD" charge=0 orbital_gap_ev="8.0572 / 7.8606" relative_energy_kcal_mol=108.1 lumo_energy_ev="-0.68 / 0.03" energy_ha=-1327.70875
C -1.7429 1.9906 -1.0232
C -1.8876 0.7461 -0.6090
C 0.9810 -1.7640 1.0093
Si 1.2557 -0.1823 0.0384
Cl 2.0763 1.2883 1.2326
Cl 2.4156 -0.4820 -1.6434
H -2.5345 2.4856 -1.4514
H -0.8861 2.6193 -1.0620
H -2.5367 -0.0159 -0.4758
H 1.7635 -2.1934 1.6279
H 0.3353 -1.7876 1.8483
H 0.7605 -2.7049 0.5083

19
Properties=species:S:1:pos:R:3 method="wB97M-V/def2-TZVPD" charge=+2 orbital_gap_ev="4.6044 / 5.5079" relative_energy_kcal_mol=123.0 lumo_energy_ev="-11.90 / -11.62" energy_ha=-393.79537
C 0.2600 0.4495 0.1467
C 0.9158 1.8011 -0.1854
C 2.3908 -0.8000 -0.0844
N -1.0364 0.4279 0.1641
N 0.9397 -0.7056 0.0361
N -4.1247 -0.8806 -0.3895
N 0.2615 -1.8799 0.0076
N -2.0987 0.5951 0.2776
H 0.2540 2.6608 -0.0141
H 1.0977 1.9086 -1.3105
H 1.7569 1.8690 0.5064
H 2.6094 -0.4167 -1.1493
H 2.7759 -0.0554 0.6008
H 2.8163 -1.7683 0.1740
H -3.5275 -0.6451 0.4022
H -3.6200 -1.4950 -0.8922
H 0.7853 -2.7305 -0.3185
H -0.6287 -1.9798 0.2831
H -5.3000 -1.2036 -0.0559

11
Properties=species:S:1:pos:R:3 method="wB97M-V/def2-TZVPD" charge=0 orbital_gap_ev=10.5695 relative_energy_kcal_mol=38.1 lumo_energy_ev=0.92 energy_ha=-231.16294
C 1.0515 0.5596 -0.1915
C 0.0031 -0.4243 -0.4388
C -1.2402 -0.1504 -0.1373
C -2.4366 0.1171 0.2853
H 1.7390 -0.6045 1.1398
H 0.7592 1.4570 0.3474
H 1.4106 0.8717 -1.1572
H 0.3533 -1.3717 -0.9107
H -3.1998 0.4530 -0.4970
H -2.8061 -0.1637 1.2409
O 2.1846 -0.1568 0.3413

25
Properties=species:S:1:pos:R:3 method="wB97M-V/def2-TZVPD" charge=+1 orbital_gap_ev=10.8559 relative_energy_kcal_mol=24.3 lumo_energy_ev=-2.75 energy_ha=-422.35402
C -0.6483 1.4764 -1.3346
N -0.6763 2.7044 -0.5399
C -0.5656 0.2805 -0.3512
N 0.3667 0.6739 0.8075
C -0.0224 -2.1768 0.0006
C -0.0640 -0.9937 -0.9525
H 0.1075 1.5113 -2.1335
H -1.6513 1.2453 -1.7599
H -0.1280 3.4156 -1.0020
H -1.5789 3.1291 -0.4185
H -1.5571 0.2096 0.0812
H 0.1207 -0.0432 1.4997
H 1.3738 0.4675 0.5866
H 0.2381 1.6299 1.1442
H -0.8997 -2.8304 0.0924
H 0.3420 -2.0342 1.0155
H 0.6295 -3.0115 -0.3249
H 0.9314 -0.7993 -1.3724
H -0.6445 -1.2925 -1.8223
H 3.5790 0.2849 -0.5907
H 2.9438 -1.0675 -0.1871
O 2.8491 -0.1081 -0.0930
H -2.2120 -0.8443 2.2325
H -1.4063 -1.9514 2.7636
O -1.6231 -1.5483 1.9087

Copy entry 5 word for word.
11
Properties=species:S:1:pos:R:3 method="wB97M-V/def2-TZVPD" charge=0 orbital_gap_ev=10.5695 relative_energy_kcal_mol=38.1 lumo_energy_ev=0.92 energy_ha=-231.16294
C 1.0515 0.5596 -0.1915
C 0.0031 -0.4243 -0.4388
C -1.2402 -0.1504 -0.1373
C -2.4366 0.1171 0.2853
H 1.7390 -0.6045 1.1398
H 0.7592 1.4570 0.3474
H 1.4106 0.8717 -1.1572
H 0.3533 -1.3717 -0.9107
H -3.1998 0.4530 -0.4970
H -2.8061 -0.1637 1.2409
O 2.1846 -0.1568 0.3413